[1]
DFT (ωB97M-V/def2-TZVPD) results for 11 unconnected molecules or ions with the total composition C24H66F3O22 in a non-equilibrium geometry.

Computed properties:
- Orbital gap: 7.69 eV
- Total charge: -1
- HOMO level: -5.8 eV
- E_tot: -2908.62624 a.u.
- LUMO energy: 1.933 eV
- ΔE to the lowest compared entry with this formula, charge and spin: 123.5 kcal per mole

Last column: Mulliken charge in e.
Positions of all 115 atoms, in Å:
C1 6.77887 -23.29828 17.21138  1.433
O1 5.97021 -23.63988 18.36788  0.528
O2 8.12068 -23.66431 17.54556  -0.517
C2 6.13901 -23.74306 15.83198  0.259
F1 6.53465 -23.03643 14.74732  -0.194
F2 6.24870 -25.02941 15.59231  -0.270
F3 4.82896 -23.51581 15.81115  -0.251
C3 5.64782 -24.97949 18.68176  -0.500
C4 4.60978 -24.85804 19.83115  -0.654
H1 3.91981 -25.70137 19.86009  0.392
H2 5.17820 -24.88018 20.76095  0.206
H3 3.99697 -23.95765 19.78794  -0.112
H4 6.54898 -25.42592 19.10212  0.166
H5 5.14202 -25.48501 17.85912  0.244
H6 6.63326 -22.22113 17.12984  -1.203
C5 2.48585 -20.98103 21.71470  -0.309
C6 3.01589 -21.44052 23.08560  0.065
O3 3.90831 -20.40922 23.36677  -0.538
O4 2.02884 -21.99200 20.87443  -0.559
H7 3.17044 -20.36975 21.12667  0.119
H8 1.69458 -20.25560 21.90374  0.333
H9 3.47875 -22.41688 23.22906  -0.241
H10 2.20193 -21.37306 23.80740  0.516
H11 3.84287 -20.35127 24.32278  0.238
H12 2.80208 -22.20031 20.34500  0.174
C7 10.25969 -25.43421 11.91535  -0.710
C8 8.97253 -25.60916 12.77977  -0.039
O5 9.43270 -25.41313 14.16358  -0.465
O6 10.94921 -26.59387 11.51687  -0.520
H13 10.97847 -24.68699 12.25168  0.378
H14 10.02077 -24.95801 10.96443  0.378
H15 8.58213 -26.62502 12.71888  0.118
H16 8.25251 -24.94257 12.30508  0.265
H17 8.84242 -25.69484 14.86628  0.256
H18 11.83969 -26.23566 11.49875  0.347
C9 1.23841 -22.50918 15.40263  -0.337
C10 1.07098 -23.61065 14.32799  -0.566
O7 2.32078 -24.07679 14.07324  -0.373
O8 1.48282 -23.03157 16.69997  -0.416
H19 0.24948 -22.05162 15.37518  0.378
H20 1.93463 -21.72436 15.10695  0.173
H21 0.55127 -23.25158 13.43969  0.419
H22 0.49298 -24.47407 14.65741  0.296
H23 2.17657 -24.54789 13.24929  0.243
H24 2.37129 -23.38303 16.60670  0.218
C11 6.45978 -21.38551 20.71840  -0.033
C12 6.74056 -20.89919 22.17953  -0.811
O9 6.19086 -19.60363 22.35593  -0.687
O10 5.10781 -21.53055 20.36530  0.553
H25 6.86986 -22.27355 20.23742  0.501
H26 6.80343 -20.53098 20.13549  -0.056
H27 7.81509 -20.74967 22.28501  0.294
H28 6.43812 -21.72058 22.82911  0.247
H29 5.30089 -19.66975 22.70974  0.552
H30 5.11672 -21.97218 19.51297  -0.501
C13 8.47034 -28.70631 16.13201  -0.554
C14 8.40966 -27.86493 17.39265  -0.029
O11 9.36625 -26.83132 17.50533  -0.582
O12 7.93979 -27.93940 14.97864  -0.449
H31 7.97442 -29.67651 16.16132  0.398
H32 9.49072 -29.03239 15.93054  0.344
H33 8.47340 -28.55924 18.23049  0.317
H34 7.44792 -27.35727 17.31887  0.016
H35 8.79464 -26.06006 17.50389  0.203
H36 8.28150 -28.31173 14.16243  0.224
C15 -0.23377 -27.51913 20.23590  -0.526
C16 0.58414 -26.54308 21.04996  0.225
O13 0.13948 -26.70736 22.39637  -0.591
O14 -1.36070 -26.85445 19.87757  -0.547
H37 -0.31215 -28.51378 20.67482  0.334
H38 0.37477 -27.62543 19.33786  0.298
H39 0.47617 -25.47647 20.85304  0.192
H40 1.65944 -26.68073 20.93648  0.007
H41 0.51250 -26.06409 23.00354  0.298
H42 -1.22137 -26.06927 19.34307  0.325
C17 8.32943 -20.27146 15.15908  0.389
C18 7.99121 -18.95539 14.32584  -0.669
O15 6.56970 -19.01338 13.91555  -0.546
O16 8.34721 -21.27085 14.18218  -0.549
H43 7.79386 -20.63777 16.03492  -0.290
H44 9.36521 -20.15000 15.47610  0.339
H45 8.73043 -18.99925 13.52601  0.392
H46 8.05509 -18.09713 14.99472  0.323
H47 6.49873 -19.93752 13.66551  0.365
H48 8.89060 -21.98243 14.52858  0.284
C19 9.77797 -21.78468 20.08389  0.231
C20 10.66168 -21.75247 18.91981  -0.815
O17 10.01144 -21.40109 17.74322  -0.444
O18 9.26909 -23.07751 20.29829  -0.598
H49 8.98829 -21.06192 19.87867  -0.069
H50 10.32624 -21.51216 20.98568  0.374
H51 11.21550 -22.68665 18.82655  0.305
H52 11.37120 -20.94054 19.07939  0.366
H53 9.55986 -22.20661 17.48089  0.189
H54 8.62479 -23.31881 19.62878  0.139
C21 4.65951 -26.53443 23.92167  -0.175
C22 4.86991 -26.11324 25.41769  -0.827
O19 3.72003 -26.14255 26.12935  -0.479
O20 3.90644 -25.54076 23.14721  -0.328
H55 4.18760 -27.51437 23.99322  0.340
H56 5.69181 -26.56065 23.57273  0.248
H57 5.03937 -25.03649 25.41945  0.334
H58 5.68319 -26.63820 25.91878  0.363
H59 3.43850 -27.05872 26.18374  0.320
H60 3.76362 -24.79282 23.73184  0.196
C23 4.33764 -20.24398 16.69391  -0.363
C24 5.44276 -19.40266 17.26567  -0.029
O21 5.04056 -18.19345 17.67540  -0.622
O22 3.60834 -20.91390 17.73943  -0.476
H61 4.84613 -20.90522 15.99227  -0.044
H62 3.55705 -19.73848 16.12537  0.637
H63 6.13411 -19.28343 16.43145  0.314
H64 6.00848 -19.90537 18.05011  -0.111
H65 5.85207 -17.96429 18.13424  0.443
H66 4.13242 -21.05692 18.53094  0.217

Cartesian forces, eV/Å:
3.225 -0.793 1.627
-0.950 1.049 -1.295
-2.717 0.534 -1.903
-0.110 0.408 0.691
1.057 -0.424 0.531
0.916 -1.438 -0.500
-1.620 0.373 0.897
-1.092 0.995 0.942
0.702 -0.599 0.102
0.080 -0.162 -0.067
-0.363 0.278 0.222
0.233 0.000 -0.208
-0.025 -0.695 -0.560
0.620 -0.244 -0.288
0.078 0.526 0.250
-0.414 0.153 -0.287
-0.971 0.477 -1.129
0.499 0.625 1.938
-0.376 -0.578 -0.123
0.786 -0.193 0.690
-0.507 -0.265 0.190
0.086 -0.207 -0.810
-0.297 -0.268 0.047
0.668 0.611 0.177
-0.080 -0.355 -0.256
-1.225 0.993 -1.128
2.425 -0.504 1.057
-0.054 0.863 -1.720
0.681 -0.562 0.684
-0.262 -0.089 1.263
-1.016 0.169 -0.250
0.061 -0.070 -0.415
-0.337 0.491 0.999
-0.612 -0.310 -0.310
0.367 -0.883 -0.193
-2.197 -0.639 -0.485
-0.848 1.075 1.646
1.949 -0.981 -1.674
0.021 0.138 -0.988
-0.116 0.373 0.700
0.378 -0.279 -0.111
0.077 0.564 -0.226
-0.684 0.269 0.723
0.993 -0.451 -0.107
0.398 -0.128 0.536
0.773 1.170 -0.878
-0.113 -0.704 -1.793
0.580 -0.294 0.184
-1.933 0.328 0.693
1.174 -0.103 1.205
0.479 0.208 -0.240
0.073 -0.393 -0.128
-0.414 0.463 0.722
-0.274 -0.317 -0.141
0.327 -0.767 -0.063
0.611 0.335 -1.754
-0.650 -0.238 -0.762
-0.163 -0.626 -0.315
0.321 -0.507 1.417
-0.762 0.201 0.588
0.452 0.523 -0.095
-0.129 0.105 0.287
-0.490 -0.427 0.528
0.531 1.130 0.072
0.173 -0.108 0.085
3.241 1.951 -1.322
0.779 -0.039 1.958
-0.037 -0.541 0.616
-3.900 -0.353 -0.243
-0.742 0.395 0.302
0.256 -0.671 -0.392
-0.573 -0.051 -1.019
0.279 -0.576 0.261
0.237 0.154 -0.273
0.551 -0.225 0.115
1.444 1.371 -1.040
-1.937 -1.823 2.434
1.993 0.131 -0.048
0.047 -0.686 -0.891
-0.644 0.789 -0.015
0.132 0.363 0.463
-0.349 0.446 -0.269
0.272 0.181 -0.377
-0.426 -0.288 -0.280
-0.177 -0.429 -0.103
-0.786 -0.613 0.649
1.795 1.129 -0.405
-0.138 0.021 -0.816
-0.126 -0.378 1.133
-0.163 0.228 0.304
-0.061 0.042 0.146
0.066 -0.159 0.018
0.430 0.041 0.076
-1.024 -0.621 -0.496
-0.157 -0.030 -0.928
0.671 1.612 1.442
0.506 1.363 -2.172
-2.344 -0.860 1.591
0.611 -1.612 0.911
-0.193 -0.007 -0.820
-0.160 -0.452 -0.728
1.075 0.122 -0.213
0.267 -0.175 -0.268
-0.388 -0.088 0.188
-0.110 0.103 0.054
-0.077 -0.810 1.317
0.467 -2.181 -2.676
-0.321 2.638 1.679
-0.458 -0.268 -0.698
-0.250 -0.717 0.077
0.364 0.580 0.046
0.354 -0.007 -0.188
-0.163 -0.707 0.180
-0.381 1.393 0.483
0.258 0.486 -0.254


[2]
DFT (ωB97M-V/def2-TZVPD) results for 9 unconnected molecules or ions with the total composition C24H66O12 in a non-equilibrium geometry.

Computed properties:
- Orbital gap: 10.11 eV
- HOMO level: -9.7 eV
- SMILES string: CC(C)O.CC(C)O.CC(C)O.CC(C)O.CC(C)O.CC(C)O.OCCO.OCCO.OCCO
- E_tot: -1856.75586 a.u.
- LUMO energy: 0.428 eV
- ΔE to the lowest compared entry with this formula, charge and spin: 28.6 kcal per mole

Last column: Mulliken charge in e.
Positions of all 102 atoms, in Å:
C1 -15.00467 -15.49861 -1.56420  -1.179
C2 -14.19955 -16.73611 -1.49237  0.683
C3 -14.32288 -17.69438 -0.29304  -0.969
O1 -14.38312 -17.50062 -2.67905  -0.579
H1 -14.89970 -14.88862 -2.43032  0.356
H2 -14.70584 -14.95055 -0.65084  0.230
H3 -16.07586 -15.66564 -1.50391  0.262
H4 -13.15120 -16.38801 -1.46467  0.073
H5 -13.89379 -17.18189 0.54907  0.032
H6 -13.69776 -18.49850 -0.39488  0.450
H7 -15.30784 -17.94484 -0.04143  0.324
H8 -15.29212 -17.76030 -2.74123  0.347
C4 -13.56799 -11.15140 9.04125  -1.468
C5 -13.31278 -11.56602 7.60399  0.987
C6 -11.84563 -11.57405 7.24682  -1.313
O2 -13.76660 -12.90583 7.39913  -0.315
H9 -14.67370 -10.93345 9.13905  0.299
H10 -12.93768 -10.33693 9.41713  0.382
H11 -13.36634 -11.92807 9.78337  0.306
H12 -13.92953 -10.92019 6.99419  0.093
H13 -11.69192 -11.99433 6.26886  0.318
H14 -11.34042 -12.19507 8.06928  0.236
H15 -11.37066 -10.61413 7.30147  0.440
H16 -13.91306 -12.96966 6.44094  0.064
C7 -9.01940 -18.30508 4.73771  -1.379
C8 -10.42683 -18.65617 4.20875  1.038
C9 -10.63963 -20.10859 4.00055  -1.503
O3 -11.40992 -18.18454 5.18594  -0.306
H17 -8.24199 -18.33106 3.95394  0.370
H18 -8.73189 -18.91654 5.66804  0.351
H19 -9.09099 -17.27833 5.04574  0.408
H20 -10.51522 -18.01095 3.27694  -0.275
H21 -10.36992 -20.61648 4.91949  0.303
H22 -10.01880 -20.35302 3.16766  0.439
H23 -11.64537 -20.21141 3.70395  0.386
H24 -10.95562 -18.36773 6.03364  0.204
C10 -14.03114 -15.76629 9.00750  -1.210
C11 -14.56795 -17.07459 9.55293  0.409
C12 -15.96705 -16.84762 10.20359  -1.324
O4 -14.78855 -17.98098 8.47022  -0.312
H25 -13.10529 -15.91071 8.38731  0.328
H26 -13.85777 -15.17258 9.89409  0.435
H27 -14.82267 -15.31087 8.46732  0.211
H28 -13.83313 -17.40527 10.32016  0.245
H29 -16.71204 -16.73017 9.43512  0.337
H30 -15.93917 -15.90428 10.72200  0.389
H31 -16.34347 -17.70576 10.88195  0.295
H32 -13.94813 -18.11722 8.06679  0.154
C13 -8.91702 -14.19887 1.47542  -1.178
C14 -9.32765 -15.24273 0.38887  0.274
C15 -8.80022 -16.70686 0.74546  -0.808
O5 -10.74135 -15.34820 0.27250  -0.429
H33 -9.56726 -14.45441 2.37738  0.206
H34 -9.08654 -13.24964 1.00548  0.412
H35 -7.83570 -14.25486 1.72303  0.358
H36 -8.86281 -14.96024 -0.51860  0.260
H37 -7.67277 -16.65633 0.77434  0.374
H38 -9.06591 -17.48908 -0.01157  0.346
H39 -9.18391 -16.89744 1.73837  -0.103
H40 -11.12262 -14.45140 0.45386  0.285
C16 -14.80423 -19.97187 6.06227  -1.211
C17 -15.89084 -19.38314 5.16110  0.753
C18 -17.16706 -20.20537 5.09513  -1.551
O6 -16.10970 -18.04160 5.61014  -0.512
H41 -13.93290 -19.38505 5.84693  0.088
H42 -14.57217 -20.94749 5.78168  0.542
H43 -15.10446 -19.86942 7.14107  0.298
H44 -15.38466 -19.29848 4.25769  0.352
H45 -17.05345 -21.21198 4.54942  0.312
H46 -18.03666 -19.62758 4.77312  0.280
H47 -17.41830 -20.47364 6.10412  0.451
H48 -16.23699 -18.11364 6.56308  0.212
C19 -17.34120 -11.85257 3.86239  -0.395
C20 -16.62309 -11.02345 4.87144  -0.423
O7 -16.69074 -11.56877 6.17085  -0.539
O8 -16.75893 -13.20277 3.93599  -0.471
H49 -17.35282 -11.25918 2.93285  0.340
H50 -18.42507 -11.94314 4.21490  0.271
H51 -17.01980 -10.00854 4.86739  0.447
H52 -15.59293 -10.94016 4.57303  0.203
H53 -16.59080 -12.50236 6.06758  0.291
H54 -17.39984 -13.75401 3.46461  0.291
C21 -18.45312 -16.74988 2.66008  -0.382
C22 -17.92903 -17.86967 1.70481  -0.233
O9 -17.71398 -17.32588 0.41957  -0.555
O10 -17.67672 -15.57331 2.42767  -0.646
H55 -18.47155 -17.11479 3.70749  0.265
H56 -19.46795 -16.56971 2.29890  0.422
H57 -18.75945 -18.59104 1.59030  0.383
H58 -16.99829 -18.40742 2.01374  0.087
H59 -17.28296 -16.43861 0.53771  0.310
H60 -16.80902 -15.72778 2.92623  0.263
C23 -13.39629 -14.71403 4.59982  0.020
C24 -13.52343 -15.76978 3.51052  -0.249
O11 -14.78899 -16.34542 3.57194  -0.021
O12 -13.96893 -13.49531 4.31131  -0.496
H61 -12.25986 -14.49412 4.77450  0.299
H62 -13.81888 -15.13991 5.51750  0.136
H63 -12.66967 -16.45779 3.70570  -0.251
H64 -13.44999 -15.19691 2.55978  0.225
H65 -15.00700 -16.80089 4.42067  0.050
H66 -14.92302 -13.64339 4.34584  0.297

Cartesian forces, eV/Å:
-0.965 0.535 2.311
1.094 -1.418 -0.534
-0.049 3.479 0.112
1.161 0.060 -0.619
0.777 0.280 -0.731
-0.399 0.367 -0.439
-0.345 -0.326 0.227
-0.159 -0.444 -0.478
-0.007 0.455 0.798
1.284 -2.239 -0.800
-1.545 -0.586 0.142
-0.803 -0.180 0.077
-1.324 -0.130 0.764
0.344 -0.333 0.437
0.606 -0.649 1.788
-0.567 -0.009 -0.128
1.259 0.100 0.106
-0.356 0.290 -0.587
0.045 -0.477 -0.401
0.104 0.391 -0.496
0.197 -0.307 -0.343
-0.511 0.535 -1.400
0.115 0.745 -0.091
0.062 -0.183 0.176
-0.061 -0.705 0.664
0.664 1.941 0.360
0.679 0.898 -0.249
1.038 -0.197 0.088
-0.291 -0.407 0.422
-0.284 0.638 -1.447
0.178 0.622 0.275
-0.523 -0.971 0.945
-0.126 -0.464 -0.068
0.590 -0.888 -0.476
-1.283 -0.700 -0.107
-0.661 0.266 -0.410
0.591 -0.860 0.430
-0.951 0.373 0.393
0.497 -1.509 0.643
-0.570 -0.207 0.966
-0.853 0.324 0.617
0.535 0.594 -0.045
-0.412 0.674 -0.903
-0.493 -0.578 -0.491
-0.199 -0.019 -0.554
-0.073 0.191 0.635
0.894 1.411 -0.977
0.946 -0.289 -0.725
-0.489 -2.050 0.149
0.792 -1.902 1.791
0.759 1.539 -0.970
-0.320 1.453 0.246
0.947 0.875 -0.948
-0.387 0.835 0.396
-0.713 -0.118 -0.065
0.226 0.402 -1.323
-1.097 -0.113 0.113
-0.119 0.809 0.779
-0.053 -0.556 0.183
0.407 -1.184 -0.326
-1.278 1.463 0.978
0.155 -0.390 1.584
0.107 -1.057 -0.323
-0.461 -0.061 -0.305
0.698 0.413 0.295
0.227 -1.921 -0.190
0.401 -0.419 -0.968
0.263 0.319 -2.206
-0.137 1.726 0.492
0.264 -0.111 -0.578
-0.140 -0.291 0.768
0.124 0.398 0.213
-1.614 -0.440 1.414
0.174 0.135 0.259
-0.329 1.157 0.207
-0.885 1.536 -0.926
0.400 -1.063 -0.310
1.217 0.081 -0.574
-0.209 -0.027 0.224
0.784 0.041 -0.262
0.147 -1.074 0.039
0.252 -0.455 -0.020
0.434 -1.225 -0.928
-0.237 -0.074 0.151
0.409 1.090 -0.200
1.424 -0.315 1.776
0.126 0.487 -0.429
0.066 0.392 0.301
0.528 0.021 0.149
-0.653 0.469 0.306
-0.583 -1.112 0.030
-1.144 0.284 -1.022
3.102 -0.582 0.587
0.963 1.256 0.761
-1.515 -0.970 -0.068
-0.818 0.864 0.094
-1.885 -0.516 -0.152
0.219 -0.043 0.230
-0.680 -0.039 -0.626
0.123 -0.860 0.288
0.518 0.371 -0.518
-0.362 0.454 -0.451